Computed, not measured: a molecular structure, C7H18ClI2O5OsP2, with the ωB97M-V functional and the def2-TZVPD basis.

Element x y z (Å)
I: -0.76 -2.39 -5.05
I: -1.96 -1.93 -2.19
Os: -0.61 -0.51 -0.45
P: 0.72 -1.89 0.52
C: 1.00 -3.39 -0.51
C: 2.43 -1.36 0.97
H: 2.74 -2.05 1.77
H: 0.81 -3.34 2.41
H: 2.45 -0.32 1.35
H: 0.21 -1.71 2.88
H: 1.60 -3.10 -1.40
H: 3.11 -1.44 0.11
C: 0.15 -2.51 2.13
H: 1.55 -4.14 0.08
H: -0.88 -2.86 2.07
H: 0.03 -3.78 -0.85
P: -1.12 1.61 -0.82
C: -1.76 1.84 -2.48
C: -2.36 2.27 0.32
H: 0.88 2.67 0.18
H: -0.33 3.80 -0.48
H: 0.78 2.94 -1.57
C: 0.19 2.87 -0.65
H: -1.92 2.45 1.32
H: -2.69 3.22 -0.12
H: -2.16 2.85 -2.58
H: -2.54 1.11 -2.69
H: -3.20 1.60 0.43
H: -0.96 1.70 -3.21
C: 0.74 -0.23 -1.66
O: 1.55 -0.10 -2.51
O: 1.59 1.49 1.64
Cl: 0.48 1.25 2.57
O: 0.98 0.54 3.72
O: -0.13 2.51 2.91
O: -0.60 0.35 1.82

Summary:
Spin multiplicity: 5
Expectation value of S²: 6.02
Total charge: +3
Lowest unoccupied orbital energy (spin up / spin down), eV: -13.1 / -16.5
HOMO-LUMO gap (spin up / spin down), eV: 6.1 / 2.8
Energy relative to the best compared isomer or geometry (same formula, charge and spin), kcal per mole: 21.15

Computed, not measured: a molecular structure, C9H9CuN2OPS2, with the ωB97M-V functional and the def2-TZVPD basis.

Element x y z (Å)
S: 4.65 2.77 0.42
P: 2.71 2.68 0.36
C: 2.02 0.93 0.17
C: 0.56 0.77 -0.30
C: -0.14 -0.62 -0.48
C: -1.67 -0.56 -0.97
C: -2.40 0.27 0.36
C: -4.02 -0.11 0.58
O: -3.43 1.28 -0.01
C: 0.62 -1.95 -0.15
N: 0.08 -3.26 -0.28
S: 1.42 -4.23 0.18
N: 2.61 -3.07 0.55
C: 2.10 -1.73 0.33
C: 2.82 -0.37 0.49
H: 2.14 3.56 -0.65
H: 2.21 3.17 1.63
H: -0.02 1.72 -0.54
H: -2.18 -1.58 -1.02
H: -1.83 0.11 -1.88
H: -1.73 0.44 1.33
H: -3.73 -0.30 1.71
H: -4.88 0.56 0.89
H: 3.90 -0.30 0.84
Cu: -1.83 -0.17 -3.57

Summary:
Spin multiplicity: 2
Expectation value of S²: 0.81
Total charge: +2
Lowest unoccupied orbital energy (spin up / spin down), eV: -9.8 / -11.2
HOMO-LUMO gap (spin up / spin down), eV: 4.0 / 2.4

Computed, not measured: 2 unconnected molecules or ions with the total composition C3H6ClO3S2, with the ωB97M-V functional and the def2-TZVPD basis.

Element x y z (Å)
C: 1.92 -0.09 1.21
C: 1.17 1.17 0.81
S: -0.53 1.25 1.44
S: -1.52 0.05 0.16
Cl: -0.46 0.41 3.78
H: 1.81 -0.30 2.27
H: 2.98 0.05 1.00
H: 1.57 -0.94 0.62
H: 1.69 2.09 1.09
H: 1.04 1.19 -0.28
H: -0.82 -1.08 0.37
C: -2.22 -0.97 -3.11
O: -2.75 -1.75 -2.28
O: -1.21 -1.29 -3.79
O: -2.67 0.20 -3.30

Summary:
Total charge: -1
Lowest unoccupied orbital energy, eV: -0.6
HOMO-LUMO gap, eV: 2.6

Computed, not measured: 2 unconnected molecules or ions with the total composition C26H51FI2NO6PS3, with the ωB97M-V functional and the def2-TZVPD basis.

Element x y z (Å)
C: 3.53 1.83 0.58
C: 2.12 1.87 -0.02
C: 1.23 0.68 0.35
C: 1.18 0.60 1.89
C: 0.85 1.87 2.62
C: 1.73 2.32 3.67
O: 0.48 1.73 3.96
C: 2.05 -0.55 -0.10
O: 2.76 -0.23 -1.27
C: 1.33 -1.89 -0.26
C: 1.52 -2.82 0.95
C: 2.14 -4.16 0.61
C: 3.62 -4.15 0.16
C: 4.49 -3.06 0.76
C: 3.78 -4.21 -1.36
N: -0.06 -1.81 -0.90
S: -0.87 -3.40 -0.49
P: 0.23 -2.05 -2.79
S: 1.12 -0.77 -3.86
C: -0.94 -0.62 -0.43
C: -1.44 -0.96 1.00
C: -2.80 -1.62 1.30
C: -3.82 -0.78 2.07
C: -5.00 -1.64 2.49
C: -5.97 -1.87 1.36
O: -6.66 -0.66 1.11
C: -7.54 -0.75 0.02
S: -2.33 -0.53 -1.62
O: -2.93 -1.81 -1.75
O: -1.88 0.16 -2.77
F: -3.27 0.35 -0.82
C: -0.14 0.74 -0.45
C: -0.93 2.08 -0.35
I: -2.36 2.30 1.28
C: -1.60 2.75 -1.60
C: -2.03 4.19 -1.25
I: -0.20 2.99 -3.17
H: 3.70 2.71 1.18
H: 4.25 1.89 -0.21
H: 3.76 0.95 1.18
H: 1.70 2.80 0.32
H: 2.17 2.00 -1.08
H: 2.18 0.39 2.23
H: 0.56 -0.19 2.31
H: 0.38 2.65 2.06
H: 2.57 1.68 3.87
H: 1.77 3.38 3.85
H: 2.77 -0.70 0.68
H: 3.39 -0.94 -1.47
H: 1.93 -2.37 -1.02
H: 0.62 -3.01 1.53
H: 2.18 -2.34 1.66
H: 2.06 -4.77 1.51
H: 1.55 -4.68 -0.13
H: 4.04 -5.09 0.50
H: 5.50 -3.43 0.87
H: 4.56 -2.17 0.14
H: 4.18 -2.76 1.76
H: 4.75 -4.61 -1.62
H: 3.06 -4.91 -1.76
H: 3.63 -3.25 -1.84
H: -1.55 -3.54 -1.63
H: -1.04 -2.39 -3.23
H: 0.91 -3.26 -2.65
H: -1.36 -0.07 1.59
H: -0.69 -1.59 1.45
H: -3.30 -2.07 0.46
H: -2.60 -2.46 1.97
H: -3.34 -0.37 2.95
H: -4.23 0.00 1.45
H: -5.54 -1.17 3.30
H: -4.67 -2.61 2.84
H: -5.47 -2.20 0.44
H: -6.68 -2.66 1.62
H: -8.49 -1.20 0.32
H: -7.71 0.24 -0.36
H: -7.12 -1.35 -0.78
H: 0.24 0.77 -1.47
H: -0.21 2.82 -0.06
H: -2.52 2.27 -1.91
H: -3.08 4.22 -0.98
H: -1.92 4.81 -2.12
H: -1.40 4.63 -0.49
C: 3.52 6.04 -2.95
C: 2.26 5.91 -2.06
O: 2.40 5.02 -1.06
H: 3.77 5.07 -3.39
H: 3.36 6.76 -3.76
H: 4.37 6.38 -2.35
H: 1.43 5.68 -2.77
H: 2.01 6.96 -1.74

Summary:
Total charge: 0
Lowest unoccupied orbital energy, eV: -1.7
HOMO-LUMO gap, eV: 2.9

Computed, not measured: C3H4N2O2 in the gas phase, with the ωB97M-V functional and the def2-TZVPD basis.

Element x y z (Å)
O: -2.64 0.48 0.42
C: -1.46 0.06 -0.08
N: -0.38 0.71 0.58
C: 0.76 0.21 0.47
O: 2.92 -0.01 -0.52
C: 1.97 -0.28 0.42
N: -1.32 -0.78 -1.01
H: -2.46 1.15 1.10
H: 2.55 0.55 -1.21
H: 2.29 -1.00 1.17
H: -2.23 -1.09 -1.34

Summary:
Total charge: 0
Lowest unoccupied orbital energy, eV: 0.1
HOMO-LUMO gap, eV: 9.0
Energy relative to the best compared isomer or geometry (same formula, charge and spin), kcal per mole: 76.94
Structure (SMILES): [H]/N=C(\O)N=C=CO

Computed, not measured: C5H5ClN4 in the gas phase, with the ωB97M-V functional and the def2-TZVPD basis.

Element x y z (Å)
C: -1.98 1.39 -0.32
C: -0.70 1.29 -0.03
C: -4.08 0.38 -0.72
C: -0.53 -0.99 -0.50
C: 1.91 -0.93 0.56
N: -2.84 0.34 -0.23
N: -0.84 -2.03 -0.92
N: 1.15 0.06 0.75
N: -0.11 0.08 0.16
Cl: -4.99 -1.09 -0.30
H: -2.60 2.25 -0.57
H: -0.05 2.27 -0.15
H: 2.77 -0.94 1.20
H: 1.63 -1.92 0.00
H: -2.62 -0.62 -0.05

Summary:
Total charge: 0
Lowest unoccupied orbital energy, eV: 0.2
HOMO-LUMO gap, eV: 9.2
Energy relative to the best compared isomer or geometry (same formula, charge and spin), kcal per mole: 102.54